ORCA calculation (ωB97M-V/def2-TZVPD) on a 5-piece molecular cluster, C46H60IN2O3 overall at a distorted geometry.

Each line ends with the Mulliken charge.
Element x y z (Å)
C1 -3.29020 0.27807 1.32610  -0.8561
O1 -1.95316 0.74154 1.31261  -0.1701
C2 -1.80860 1.98274 1.98259  -0.8415
C3 -0.50657 2.64132 1.55387  -0.9046
C4 -0.59770 3.83856 0.58616  -1.1780
C5 -1.75311 3.83406 -0.40693  -0.6420
C6 -1.59036 2.73850 -1.46422  -0.3889
C7 -2.64973 2.64316 -2.56128  1.6983
C8 -3.99821 2.06333 -2.14581  -1.5273
C9 -3.97860 0.53628 -2.07715  -0.8096
O2 -5.07434 -0.02788 -1.36093  -0.3486
C10 -6.24846 0.64932 -1.45544  0.1636
O3 -6.88513 0.73219 -2.44237  -0.4487
C11 -1.96054 1.86474 -3.72067  -1.6864
C12 -1.30208 2.92903 -4.64385  0.2838
C13 0.14851 2.61253 -5.04271  -1.6647
C14 1.26860 3.26058 -4.19911  -1.0371
C15 1.62983 4.65562 -4.64026  0.4080
C16 1.40011 5.75166 -3.79917  -0.0391
C17 1.69321 7.05358 -4.20286  -0.7182
C18 2.22447 7.28036 -5.47216  -0.5270
C19 2.48134 6.19069 -6.30226  -0.6370
C20 2.18746 4.89055 -5.90169  -0.4472
C21 -1.63495 4.30664 -4.06116  1.4198
C22 -1.95765 5.45030 -5.01159  -1.2885
N1 -1.15057 5.43137 -6.21630  -0.2707
N2 -2.90911 3.93976 -3.30900  -1.0860
I1 -4.03756 5.45129 -2.40888  0.3411
H1 -3.93351 0.97147 0.78362  0.1759
H2 -3.29706 -0.69115 0.83882  0.2405
H3 -3.65544 0.12616 2.34372  0.4424
H4 -2.69336 2.61196 1.86696  0.4906
H5 -1.72112 1.77568 3.05317  0.5740
H6 -0.03293 3.00553 2.46241  0.5769
H7 0.17835 1.90282 1.15154  0.3965
H8 -0.58013 4.79199 1.10584  0.4807
H9 0.30652 3.82085 -0.02452  0.2284
H10 -1.73061 4.79968 -0.91619  0.4348
H11 -2.73902 3.77507 0.05258  0.3646
H12 -0.60949 2.86508 -1.91722  -0.4066
H13 -1.59942 1.77230 -0.95957  0.7303
H14 -4.75719 2.35957 -2.87214  0.4947
H15 -4.30166 2.46711 -1.17993  0.5616
H16 -3.91917 0.09552 -3.06719  0.3529
H17 -3.08047 0.22186 -1.54851  0.4613
H18 -6.57684 1.10555 -0.51668  0.4298
H19 -1.21028 1.20462 -3.30272  0.5082
H20 -2.65564 1.27143 -4.30565  0.3898
H21 -1.87328 2.90521 -5.57846  0.9260
H22 0.27791 1.53381 -5.03029  0.5047
H23 0.29057 2.91732 -6.07586  0.7149
H24 1.05842 3.22805 -3.13171  0.2406
H25 2.14735 2.63708 -4.35619  0.5385
H26 0.98498 5.55231 -2.81912  0.3681
H27 1.48974 7.85682 -3.51154  0.4241
H28 2.43543 8.29079 -5.78364  0.4247
H29 2.90354 6.36081 -7.28235  0.4003
H30 2.39595 4.07481 -6.58047  0.4338
H31 -0.95219 4.58714 -3.26455  -0.6267
H32 -1.73498 6.37889 -4.48958  0.4655
H33 -3.02688 5.44976 -5.26360  0.3113
H34 -1.03416 4.51394 -6.61430  0.1714
H35 -1.47510 6.09053 -6.90454  0.2711
H36 -3.52782 3.64723 -4.06998  0.7086
C23 1.01040 -1.95407 1.53037  -0.5336
C24 2.34047 -2.32167 1.68743  -0.3650
C25 3.06413 -1.85778 2.77773  -0.6226
C26 2.45536 -1.03299 3.71400  -0.3336
C27 1.12451 -0.66948 3.55771  -0.7630
C28 0.40107 -1.12642 2.46370  -0.0198
H37 0.44610 -2.31562 0.67920  0.5113
H38 2.81291 -2.97193 0.96153  0.4261
H39 4.10174 -2.14088 2.89871  0.4093
H40 3.01676 -0.67545 4.56804  0.5117
H41 0.65121 -0.02868 4.29217  0.5050
H42 -0.63391 -0.83925 2.33823  0.2877
C29 -1.23915 -6.64606 0.30011  -0.5353
C30 -1.44129 -7.66422 1.22178  -0.4594
C31 -0.85494 -7.59030 2.47806  -0.3735
C32 -0.07260 -6.49451 2.81515  -0.5900
C33 0.12819 -5.47473 1.89494  0.0379
C34 -0.45259 -5.55228 0.63671  -0.2243
H43 -1.69320 -6.70627 -0.68082  0.3798
H44 -2.05455 -8.51676 0.96040  0.3741
H45 -1.00668 -8.38777 3.19368  0.3773
H46 0.38314 -6.43638 3.79543  0.3938
H47 0.73926 -4.62137 2.15778  0.2714
H48 -0.29082 -4.75993 -0.08407  0.3164
C35 1.70607 -1.57088 7.37339  -0.2655
C36 3.03532 -1.93799 7.53181  -0.4744
C37 3.75810 -1.47440 8.62226  -0.3731
C38 3.14929 -0.64943 9.55804  -0.3908
C39 1.81942 -0.28460 9.40114  -0.3569
C40 1.09837 -0.74269 8.30699  -0.4742
H49 1.14356 -1.93134 6.52096  0.4949
H50 3.50760 -2.58669 6.80465  0.3927
H51 4.79571 -1.75711 8.74398  0.3650
H52 3.71163 -0.29165 10.41065  0.3634
H53 1.34472 0.35669 10.13250  0.3632
H54 0.06193 -0.45531 8.18290  0.3615
C41 3.31328 -8.78817 -0.08574  -0.5756
C42 4.64282 -9.15522 0.07229  -0.3469
C43 5.36737 -8.68801 1.15987  -0.4259
C44 4.75975 -7.85942 2.09327  -0.4593
C45 3.42945 -7.49515 1.93637  -0.3311
C46 2.70617 -7.95621 0.84485  0.2987
H55 2.74904 -9.15131 -0.93530  0.3684
H56 5.11457 -9.80622 -0.65251  0.3613
H57 6.40518 -8.97054 1.28093  0.3617
H58 5.32358 -7.49869 2.94417  0.3670
H59 2.95421 -6.85089 2.66537  0.3022
H60 1.66939 -7.66746 0.72143  0.0910

Computed properties:
* net charge: +1
* HOMO energy: -10.24 eV
* gap between HOMO and LUMO: 5.5 eV
* LUMO: -4.71 eV